Record 1
Density functional theory data (ωB97M-V/def2-TZVPD) for a 2-piece molecular cluster, C2H9NO overall in a non-equilibrium geometry.

Last column: Mulliken charge in e.
Cartesian coordinates (Å):
C 2.0429 -0.6215 0.0243  -0.90
H 2.9896 -1.1057 0.1654  0.31
H 2.2701 0.5130 0.2610  0.20
H 1.1598 -0.8893 0.5630  0.14
H 1.8094 -0.6761 -1.0293  0.22
N -1.5018 -0.6367 -0.3675  -0.62
C -1.4010 0.6164 0.3583  -0.30
O -0.5752 1.5572 -0.2944  -0.53
H -0.6187 -0.8993 -0.7540  0.23
H -1.8158 -1.3871 0.2131  0.23
H -2.3308 1.0983 0.4666  0.37
H -1.0087 0.3266 1.3382  0.31
H -1.0199 2.1043 -0.9446  0.32

The calculation puts the HOMO-LUMO gap at 10.232 eV. The relative energy (zero: lowest compared OMol25 entry of this formula, charge and spin) comes out at 0.8627 eV. For the total energy, the calculation gives -5756.660 eV. The net charge is 0.

***

Record 2
Density functional theory data (ωB97M-V/def2-TZVPD) for a 2-piece molecular cluster, C2H9NO overall in a non-equilibrium geometry.

Last column: Mulliken charge in e.
Cartesian coordinates (Å):
C 1.0616 -0.8321 -0.2032  -0.68
N 0.3800 2.5566 0.5479  -0.63
H 1.1304 -1.8936 -0.4437  0.39
H 1.3786 -0.7279 0.8329  0.27
H 1.7120 -0.2198 -0.8182  0.23
H 0.7160 2.4160 1.4811  0.19
H -0.3730 3.2192 0.5167  0.19
H 0.2694 1.7834 -0.0822  0.29
C -1.2981 -1.3209 -0.3555  -0.60
O -0.2551 -0.3723 -0.3572  -0.36
H -0.8897 -2.3298 -0.4209  0.30
H -1.9163 -1.1349 -1.2221  0.21
H -1.9160 -1.1438 0.5245  0.22

The calculation puts the HOMO-LUMO gap at 10.157 eV. The relative energy (zero: lowest compared OMol25 entry of this formula, charge and spin) comes out at 0.9853 eV. For the total energy, the calculation gives -5756.538 eV. The net charge is 0.

***

Record 3
Density functional theory data (ωB97M-V/def2-TZVPD) for a 2-piece molecular cluster, C2H9NO overall in a non-equilibrium geometry.

Last column: Mulliken charge in e.
Cartesian coordinates (Å):
C 0.2426 -2.3979 -0.1428  -0.61
N -2.3877 3.7198 0.1321  -0.64
H 0.9103 -2.9079 0.5425  0.28
H 0.0668 -3.0930 -0.9647  0.24
H -0.7555 -2.1756 0.2530  0.24
H -1.7068 2.9801 0.0008  0.21
H -2.5084 3.7826 1.1366  0.22
H -1.9867 4.5805 -0.2152  0.22
C 1.5999 -0.5973 0.4411  -0.64
O 0.8459 -1.1941 -0.5802  -0.33
H 2.1062 0.2748 0.0501  0.24
H 2.3258 -1.3421 0.7891  0.31
H 0.9936 -0.3964 1.3328  0.28

The calculation puts the HOMO-LUMO gap at 10.704 eV. The relative energy (zero: lowest compared OMol25 entry of this formula, charge and spin) comes out at 0.8938 eV. For the total energy, the calculation gives -5756.629 eV. The net charge is 0.

***

Record 4
Density functional theory data (ωB97M-V/def2-TZVPD) for a 2-piece molecular cluster, C2H9NO overall in a non-equilibrium geometry.

Last column: Mulliken charge in e.
Cartesian coordinates (Å):
C 0.3232 -1.8680 -0.0525  -1.04
C 0.0786 -1.7235 1.4404  -0.16
N -1.1954 -2.3168 1.7657  -0.13
H -0.2938 -1.1857 -0.6379  0.33
H 1.3470 -1.7225 -0.4020  0.33
H 0.0471 -2.8593 -0.3691  0.35
H 0.7750 -2.2581 2.1102  0.32
H 0.0842 -0.6820 1.7662  0.33
H -1.2017 -3.3388 1.7510  0.33
H -1.7017 -1.9200 2.5641  0.34
H 1.2327 5.9008 -2.6397  0.33
H 0.1591 5.0589 -2.0407  0.31
O 0.7435 5.0950 -2.8077  -0.64

The calculation puts the HOMO-LUMO gap (spin up / spin down) at 9.451 / 4.265 eV. The relative energy (zero: lowest compared OMol25 entry of this formula, charge and spin) comes out at 0.0915 eV. Its expectation value of S² is 0.75. The spin multiplicity is 2. For the total energy, the calculation gives -5748.189 eV. The net charge is +1.

***

Record 5
Density functional theory data (ωB97M-V/def2-TZVPD) for a 2-piece molecular cluster, C2H9NO2 overall.

Last column: Mulliken charge in e.
Cartesian coordinates (Å):
C 0.0109 0.5681 1.6564  -0.59
O 0.8490 0.4682 2.8265  -0.34
C 0.6041 -0.3488 0.6041  -0.84
N -0.1589 -0.2788 -0.6186  -0.89
H -1.0083 0.2508 1.9147  0.27
H -0.0330 1.6101 1.3202  0.29
H 0.5850 1.1691 3.4257  0.25
H 1.6314 -0.0209 0.4381  0.28
H 0.6519 -1.3505 1.0656  0.06
H -0.9860 -0.8783 -0.5846  0.59
H 0.3714 -0.6150 -1.4163  0.47
H -1.6232 0.3330 -4.0984  0.66
H -1.4819 -0.9856 -3.3436  0.73
O -0.9484 -0.2919 -3.7831  -1.94

The calculation puts the HOMO-LUMO gap (spin up / spin down) at 2.118 / 8.733 eV. The relative energy (zero: lowest compared OMol25 entry of this formula, charge and spin) comes out at 0.2687 eV. Its expectation value of S² is 0.75. The spin multiplicity is 2. For the total energy, the calculation gives -7803.341 eV. The net charge is -1.

***

Record 6
Density functional theory data (ωB97M-V/def2-TZVPD) for a 3-piece molecular cluster, C2H9NO2 overall in a non-equilibrium geometry.

Last column: Mulliken charge in e.
Cartesian coordinates (Å):
C 1.6057 -0.5811 -1.3304  -0.78
C 0.9235 -1.2401 -0.3712  0.10
N 0.8875 -1.1137 1.0461  -0.47
H 2.2031 0.3279 -1.2478  0.24
H 1.5102 -0.9239 -2.3321  0.24
H 0.3754 -2.1328 -0.6148  0.25
H 1.6211 -0.4297 1.4029  0.21
H 0.8318 -2.0346 1.3764  0.23
H -2.4808 0.3769 -0.9303  0.30
H -2.7595 0.4462 0.5345  0.31
O -2.6775 -0.1864 -0.1601  -0.63
H -0.9047 2.7892 0.1501  0.32
H -0.1169 2.2440 1.4254  0.31
O -1.0189 2.4579 1.0514  -0.63

The calculation puts the HOMO-LUMO gap at 9.066 eV. The relative energy (zero: lowest compared OMol25 entry of this formula, charge and spin) comes out at 0.8222 eV. For the total energy, the calculation gives -7803.904 eV. The net charge is 0.

***

Record 7
Density functional theory data (ωB97M-V/def2-TZVPD) for a 3-piece molecular cluster, C2H9NO2 overall in a non-equilibrium geometry.

Last column: Mulliken charge in e.
Cartesian coordinates (Å):
C -1.1933 0.8959 -1.4452  -0.64
C -2.0488 0.1531 -0.6765  0.38
N -1.8101 -1.2306 -0.4343  -0.30
H -0.3612 0.4552 -1.9341  0.31
H -1.2744 1.9522 -1.4564  0.30
H -3.0108 0.5626 -0.1871  0.33
H -0.8522 -1.6442 -0.4740  0.29
H -2.5150 -1.6526 0.2611  0.33
H 1.2160 0.6202 1.9526  0.30
H 1.8482 1.8468 1.3673  0.31
O 1.9808 0.8429 1.3450  -0.61
H 3.0564 -0.3620 0.2483  0.31
H 1.9610 -1.2646 0.8158  0.27
O 3.0035 -1.1749 0.6176  -0.58

The calculation puts the HOMO-LUMO gap (spin up / spin down) at 8.940 / 5.205 eV. The relative energy (zero: lowest compared OMol25 entry of this formula, charge and spin) comes out at 1.9702 eV. Its expectation value of S² is 0.77. The spin multiplicity is 2. For the total energy, the calculation gives -7794.754 eV. The net charge is +1.

***

Record 8
Density functional theory data (ωB97M-V/def2-TZVPD) for a 3-piece molecular cluster, C2H9NO4 overall in a non-equilibrium geometry.

Last column: Mulliken charge in e.
Cartesian coordinates (Å):
C -1.1224 1.3788 -0.5039  -0.74
N 0.1820 0.8518 -0.3114  0.06
C 0.6372 -0.3264 -0.9104  0.63
O 0.0336 -0.6440 -2.0658  -0.39
O 1.4314 -1.0341 -0.3640  -0.41
H -1.3133 1.7298 -1.5238  0.31
H -1.4106 2.1659 0.1897  0.39
H -1.8546 0.5690 -0.3452  0.38
H 0.7427 1.0979 0.5318  0.37
H 0.0797 0.1330 -2.6538  0.36
H 1.8248 0.1269 2.5833  0.34
H 1.9340 0.0288 1.0745  0.34
O 1.6136 0.6030 1.7714  -0.68
H -1.0877 -1.8240 1.4855  0.32
H -0.4016 -2.5357 0.3563  0.32
O -1.2886 -2.3206 0.6858  -0.62

The calculation puts the HOMO-LUMO gap (spin up / spin down) at 11.632 / 5.978 eV. The relative energy (zero: lowest compared OMol25 entry of this formula, charge and spin) comes out at 0.6626 eV. Its expectation value of S² is 0.76. The spin multiplicity is 2. For the total energy, the calculation gives -11890.777 eV. The net charge is +1.

***

Record 9
Density functional theory data (ωB97M-V/def2-TZVPD) for a 3-piece molecular cluster, C2H9NO4 overall in a non-equilibrium geometry.

Last column: Mulliken charge in e.
Cartesian coordinates (Å):
O 1.5120 0.6517 1.2434  -0.30
C 0.4859 0.3024 1.7675  0.07
N -0.6769 0.2571 1.0017  0.08
C -0.7150 0.9167 -0.2957  -0.31
O -0.8006 -0.0812 -1.2918  -0.46
H 0.3718 0.0597 2.8223  0.39
H -1.3895 -0.4250 1.3342  0.38
H 0.2423 1.4072 -0.5136  0.38
H -1.5677 1.5994 -0.2816  0.32
H 0.0224 -0.5772 -1.1255  0.39
H -1.8771 -3.1514 -0.0313  0.34
H -1.7394 -1.7215 -0.4772  0.35
O -2.1146 -2.2555 0.2351  -0.63
H 2.6459 0.6689 -0.7764  0.32
H 3.2295 1.2923 -1.9926  0.31
O 2.3709 1.0562 -1.6186  -0.62

The calculation puts the HOMO-LUMO gap (spin up / spin down) at 10.790 / 5.547 eV. The relative energy (zero: lowest compared OMol25 entry of this formula, charge and spin) comes out at 1.3307 eV. Its expectation value of S² is 0.77. The spin multiplicity is 2. For the total energy, the calculation gives -11890.109 eV. The net charge is +1.

***

Record 10
Density functional theory data (ωB97M-V/def2-TZVPD) for a 4-piece molecular cluster, C2H9NO5 overall in a non-equilibrium geometry.

Last column: Mulliken charge in e.
Cartesian coordinates (Å):
O -1.3303 -1.2066 -1.6831  -0.46
C -2.0671 -1.1489 -0.7378  0.08
N -2.3871 0.1052 -0.1938  -0.20
C -1.9456 1.3744 -0.6005  0.03
O -1.4991 1.6662 -1.6679  -0.44
H -2.4952 -1.9754 -0.1611  0.37
H -2.5563 0.1032 0.8038  0.30
H -2.2117 2.1120 0.1720  0.36
H 0.8912 0.0681 1.8486  0.31
H 0.0544 0.0707 0.6779  0.26
O 0.3500 -0.5614 1.3484  -0.61
H 2.4981 -2.1636 -0.4645  0.30
H 1.6162 -0.9684 -0.3303  0.33
O 2.5302 -1.2393 -0.2016  -0.64
H 3.2446 0.5227 0.4573  0.35
H 2.6579 1.9930 0.0727  0.29
O 2.6498 1.2481 0.6597  -0.62

The calculation puts the HOMO-LUMO gap at 10.708 eV. The relative energy (zero: lowest compared OMol25 entry of this formula, charge and spin) comes out at 0.9094 eV. For the total energy, the calculation gives -13947.248 eV. The net charge is 0.